Record 1
# C2H6OSSi

A molecular structure, C2H6OSSi (ωB97M-V/def2-TZVPD, OMol25).

Computed properties:
Molecular weight = 106.2 g/mol
LUMO energy = -0.64 eV
Frontier orbital gap = 7.0730 eV
E_tot = -842.57628 Ha
Largest force on an atom = 3.25 eV/A

Atoms and positions in Å:
C  0.6711  1.8221  0.6828
C  1.0546  0.8024  -0.1003
O  1.6623  -1.5305  -0.8168
Si  -1.5796  -1.4621  -0.1861
S  1.1069  -0.9041  0.4015
H  0.6012  2.8594  0.2806
H  0.3729  1.9579  1.8104
H  1.3130  0.9042  -1.2166
H  -2.2479  -0.6045  0.7972
H  -1.6921  -2.9444  -0.0931
H  -1.2624  -0.9004  -1.5597


Record 2
# C2H6S

2 unconnected molecules or ions with the total composition C2H6S (ωB97M-V/def2-TZVPD, OMol25).

Computed properties:
Molecular weight = 62.1 g/mol
LUMO energy = 0.91 eV
Structure (SMILES) = C=C.S
Frontier orbital gap = 10.7410 eV
E_tot = -477.92481 Ha
Largest force on an atom = 3.92 eV/A

Atoms and positions in Å:
C  -1.6125  0.6580  0.3645
C  -1.3287  -0.5357  -0.2873
H  -2.6609  0.8605  0.5131
H  -0.8122  1.1388  0.9269
H  -2.1488  -0.8355  -0.9541
H  -0.2516  -0.8597  -0.4007
S  2.8670  -0.4436  0.4950
H  3.2451  0.7785  0.1123
H  2.7026  -0.7613  -0.7697


Record 3
# C2H6S2

A single C2H6S2 molecule (ωB97M-V/def2-TZVPD, OMol25).

Computed properties:
Molecular weight = 94.2 g/mol
LUMO energy = 0.72 eV
Structure (SMILES) = CSSC
Frontier orbital gap = 8.9017 eV
E_tot = -876.16366 Ha
Largest force on an atom = 0.78 eV/A

Atoms and positions in Å:
C  -1.0062  1.8657  -0.0343
S  0.5370  1.0050  0.3514
S  -0.2001  -0.8626  0.8880
C  0.9763  -1.8752  -0.0447
H  -0.8086  2.6111  -0.8084
H  -1.6352  1.1342  -0.5197
H  -1.4654  2.3525  0.8186
H  1.9975  -1.7117  0.2837
H  0.6638  -2.8838  0.1712
H  0.9409  -1.6351  -1.1058


Record 4
# C2H6S3

A single C2H6S3 molecule (ωB97M-V/def2-TZVPD, OMol25).

Computed properties:
Molecular weight = 126.3 g/mol
LUMO energy = -0.19 eV
Frontier orbital gap = 8.5193 eV
E_tot = -1274.27161 Ha
Largest force on an atom = 4.46 eV/A

Atoms and positions in Å:
C  0.3590  1.5812  0.1083
C  -1.9010  -0.1717  -0.0470
H  0.1491  2.2224  -0.8543
H  1.4915  1.3883  0.0910
H  -0.0657  2.0660  0.9602
H  -2.3811  0.7808  0.0320
H  0.7590  -1.9773  -0.1075
H  2.6285  -2.6824  -0.1285
S  -0.1560  -0.1912  -0.1356
S  -2.8862  -1.4503  0.0382
S  2.0028  -1.5658  0.0432


Record 5
# C2H6Se

A single C2H6Se molecule (ωB97M-V/def2-TZVPD, OMol25).

Computed properties:
Molecular weight = 109.0 g/mol
LUMO energy = 0.92 eV
Structure (SMILES) = C[Se]C
Frontier orbital gap = 9.0680 eV
E_tot = -2481.15854 Ha
Largest force on an atom = 5.15 eV/A

Atoms and positions in Å:
C  0.6870  -0.9691  -0.9727
Se  0.0893  -1.2376  0.8926
C  -0.7895  0.5267  1.2165
H  1.2360  -0.0923  -1.0285
H  1.1611  -1.7864  -1.5080
H  -0.2879  -0.5175  -1.4422
H  -1.4194  0.2818  2.0089
H  0.1437  1.4668  1.3013
H  -1.3562  0.5296  0.3112


Record 6
# C2H6Si3

2 unconnected molecules or ions with the total composition C2H6Si3 (ωB97M-V/def2-TZVPD, OMol25).

Computed properties:
Molecular weight = 114.3 g/mol
LUMO energy = -0.86 eV
Frontier orbital gap = 8.1070 eV
E_tot = -948.03823 Ha
Largest force on an atom = 3.42 eV/A

Atoms and positions in Å:
C  -1.1799  2.1484  -0.1731
C  0.0719  2.1003  -0.3408
Si  -2.0007  0.4299  0.1719
Si  1.5428  1.0936  -0.1217
Si  0.0647  -0.8639  -0.1037
H  -2.8718  0.9250  1.3369
H  -2.9471  0.0017  -0.8239
H  2.8106  1.5034  -0.7826
H  1.9945  0.1179  1.8767
H  0.1607  -1.8162  0.9881
H  -0.2891  -1.7554  -1.2339


Record 7
# C2H7BNO3

2 unconnected molecules or ions with the total composition C2H7BNO3 (ωB97M-V/def2-TZVPD, OMol25).

Computed properties:
Molecular weight = 103.9 g/mol
LUMO energy (alpha / beta) = -3.73 / -6.90 eV
Charge = +1
Frontier orbital gap (alpha / beta) = 6.3607 / 9.1426 eV
E_tot = -385.37775 Ha
Largest force on an atom = 4.50 eV/A
Spin multiplicity = 3
<S²> = 2.01

Atoms and positions in Å:
B  1.7624  -0.0794  -0.0608
C  0.4268  0.7825  -0.3515
C  -1.1833  -0.6462  -0.2652
N  -2.0100  0.3925  0.3515
O  -0.0188  1.8608  -0.3276
O  2.3080  -0.6535  -1.1425
O  2.0390  -0.0733  1.2428
H  -0.8678  -1.5210  0.3616
H  -1.6121  -0.8252  -1.2172
H  -2.0549  0.4508  1.3461
H  -2.9425  0.5608  -0.1863
H  -1.6713  1.3891  0.0218
H  2.8022  -1.4734  -1.1267
H  3.0222  -0.1644  1.3541


Record 8
# C2H7BO3

A single C2H7BO3 molecule (ωB97M-V/def2-TZVPD, OMol25).

Computed properties:
Molecular weight = 89.9 g/mol
LUMO energy = 0.31 eV
Structure (SMILES) = COCB(O)O
Frontier orbital gap = 9.7786 eV
E_tot = -331.01221 Ha
Largest force on an atom = 3.97 eV/A

Atoms and positions in Å:
C  0.0087  1.8121  1.4135
O  -0.2314  0.5018  0.9031
C  -0.1136  0.3498  -0.5519
B  -0.0011  -1.2539  -0.8599
O  -1.1530  -1.9029  -1.1010
O  1.1901  -1.9278  -0.6552
H  -0.1907  1.7451  2.4237
H  -0.5016  2.7287  0.9943
H  1.0438  2.0828  1.4503
H  0.7423  0.8539  -0.9493
H  -1.2664  0.6731  -1.0012
H  -1.0488  -2.8976  -1.0850
H  1.5217  -2.7652  -0.9814


Record 9
# C2H7BOS

A single C2H7BOS molecule (ωB97M-V/def2-TZVPD, OMol25).

Computed properties:
Molecular weight = 90.0 g/mol
LUMO energy = 0.44 eV
Frontier orbital gap = 10.1341 eV
E_tot = -578.58187 Ha
Largest force on an atom = 4.06 eV/A

Atoms and positions in Å:
B  -0.2405  -0.9599  1.7793
C  0.7206  -1.6064  -1.2541
C  -0.2994  0.6566  1.5305
O  0.1059  -0.4031  -1.0528
S  -1.1409  -0.3162  0.1896
H  -0.9491  -1.2970  2.5779
H  0.5596  -1.7011  1.4655
H  -0.0725  -2.3529  -1.3457
H  1.4008  -2.1204  -0.4982
H  1.3047  -1.4032  -2.1775
H  0.4379  1.3998  1.2096
H  -0.9490  1.1985  2.1363


Record 10
# C2H7BaO3

A molecular structure, C2H7BaO3 (ωB97M-V/def2-TZVPD, OMol25).

Computed properties:
Molecular weight = 216.4 g/mol
LUMO energy (alpha / beta) = -0.44 / -0.59 eV
Frontier orbital gap (alpha / beta) = 5.0430 / 7.4362 eV
E_tot = -331.47279 Ha
Largest force on an atom = 4.75 eV/A
Spin multiplicity = 2
<S²> = 0.75

Atoms and positions in Å:
O  -1.0028  -0.2737  -0.5988
H  -1.4844  0.9400  0.6820
C  1.6576  -0.2158  0.7162
O  0.6300  -1.1732  0.8118
C  -0.1271  -1.3118  -0.3669
H  1.2548  0.7948  0.5387
H  2.2229  -0.2356  1.6550
H  2.3351  -0.4523  -0.1231
H  -0.6769  -2.2583  -0.2367
H  0.5764  -1.4673  -1.2091
Ba  -1.8916  0.9947  -3.2479
O  -2.0655  2.0247  0.4984
H  -1.4284  2.6338  0.8803


Record 11
# C2H7BrN

2 unconnected molecules or ions with the total composition C2H7BrN (ωB97M-V/def2-TZVPD, OMol25).

Computed properties:
Molecular weight = 125.0 g/mol
LUMO energy (alpha / beta) = -5.51 / -5.72 eV
Charge = +1
Frontier orbital gap (alpha / beta) = 8.9427 / 8.9284 eV
E_tot = -2708.74091 Ha
Largest force on an atom = 4.59 eV/A

Atoms and positions in Å:
C  -0.4511  0.8051  -0.2513
C  0.5886  -1.3737  0.4442
N  0.5046  0.1228  0.6407
Br  1.9599  -2.2391  1.3934
H  -0.2771  0.6029  -1.3070
H  -1.5323  0.5089  -0.0140
H  -0.2732  1.7957  -0.1812
H  -0.3024  -1.8426  0.6560
H  1.2205  -1.3288  -1.4638
H  0.3657  0.2837  1.7389
H  1.4407  0.4282  0.2889


Record 12
# C2H7BrSi

2 unconnected molecules or ions with the total composition C2H7BrSi (ωB97M-V/def2-TZVPD, OMol25).

Computed properties:
Molecular weight = 139.1 g/mol
LUMO energy (alpha / beta) = 0.47 / -1.61 eV
Frontier orbital gap (alpha / beta) = 9.0497 / 6.3011 eV
E_tot = -2943.76927 Ha
Largest force on an atom = 3.93 eV/A

Atoms and positions in Å:
C  -0.1920  -0.2795  0.1512
C  1.0976  -0.5031  0.8145
Si  0.0658  3.2608  3.1032
Br  1.4579  1.7240  4.0839
H  -1.0462  -0.5744  0.7619
H  -0.5275  0.8962  -0.0609
H  -0.1589  -0.7232  -0.9442
H  1.1291  -0.1913  1.7825
H  1.9394  -1.1421  0.3572
H  -0.1852  2.4262  1.8839
H  -1.1081  3.5788  4.0540


Record 13
# C2H7Cl3Si2

A single C2H7Cl3Si2 molecule (ωB97M-V/def2-TZVPD, OMol25).

Computed properties:
Molecular weight = 193.6 g/mol
LUMO energy = 0.09 eV
Structure (SMILES) = CC[SiH2][Si](Cl)(Cl)Cl
Frontier orbital gap = 9.5085 eV
E_tot = -2040.05047 Ha
Largest force on an atom = 6.91 eV/A

Atoms and positions in Å:
C  -1.3919  1.1837  -0.2048
C  -1.4707  -0.2258  0.5535
Si  -0.0305  -1.3429  -0.1426
Si  2.3193  -0.0406  0.0288
Cl  3.7215  -1.2171  0.8771
Cl  2.3210  1.5973  1.0563
Cl  2.9745  0.5132  -1.8069
H  -0.4689  1.5277  -0.1137
H  -1.7947  0.9354  -1.1272
H  -2.1477  1.7459  0.3509
H  -2.3323  -0.8463  0.4395
H  -1.3806  0.0361  1.7004
H  -0.4180  -2.7873  0.0206
H  0.0990  -1.0793  -1.6320


Record 14
# C2H7FP2

2 unconnected molecules or ions with the total composition C2H7FP2 (ωB97M-V/def2-TZVPD, OMol25).

Computed properties:
Molecular weight = 112.0 g/mol
LUMO energy (alpha / beta) = -0.91 / 0.52 eV
Frontier orbital gap (alpha / beta) = 6.9488 / 8.7101 eV
E_tot = -862.84160 Ha
Largest force on an atom = 5.45 eV/A

Atoms and positions in Å:
C  -1.2556  -0.5080  -1.2209
C  -1.1884  -0.9009  0.1715
F  0.5197  0.1988  2.3284
P  1.5673  1.3315  0.0218
P  1.9351  -0.1739  1.5199
H  -0.4867  0.0636  -1.4277
H  -1.2413  -1.3373  -2.0032
H  -2.2157  0.0073  -1.4370
H  -1.5473  -1.9026  0.5215
H  -0.9570  -0.1779  0.9577
H  2.8403  1.1943  -0.4995
H  2.0296  2.2051  1.0674


Record 15
# C2H7N

A molecular structure, C2H7N (ωB97M-V/def2-TZVPD, OMol25).

Computed properties:
Molecular weight = 45.1 g/mol
LUMO energy (alpha / beta) = -7.12 / -9.45 eV
Charge = +1
Frontier orbital gap (alpha / beta) = 10.1089 / 7.2644 eV
E_tot = -134.65622 Ha
Largest force on an atom = 5.29 eV/A
Spin multiplicity = 2
<S²> = 0.76

Atoms and positions in Å:
C  -0.9793  0.3377  0.6645
C  0.0665  -0.4462  -0.0588
N  0.7961  0.3112  -0.9678
H  -1.5107  -0.4147  1.3783
H  -0.4893  1.1399  1.2357
H  -1.7504  0.6331  0.0705
H  1.5247  -0.7336  1.4606
H  -0.1919  -1.5140  -0.2051
H  0.9344  -0.5716  0.9756
H  1.3871  -0.0666  -1.7755


Record 16
# C2H7N2

A gas-phase ion, C2H7N2 (charge +1) (ωB97M-V/def2-TZVPD, OMol25).

Computed properties:
Molecular weight = 59.1 g/mol
LUMO energy = -4.48 eV
Charge = +1
Structure (SMILES) = C/[NH+]=C/N
Frontier orbital gap = 11.1666 eV
E_tot = -189.64428 Ha
Largest force on an atom = 4.48 eV/A

Atoms and positions in Å:
C  0.4404  1.5923  0.4755
N  -0.4080  0.3302  0.3595
C  0.0907  -0.6619  -0.3963
N  -0.3080  -1.9183  -0.3445
H  1.1482  1.4436  1.2467
H  0.9746  1.7365  -0.5167
H  -0.1801  2.4626  0.8250
H  -1.3283  0.0834  0.7946
H  0.6703  -0.3940  -1.2171
H  -1.2735  -2.2793  -0.1524
H  0.1737  -2.3951  -1.0745


Record 17
# C2H7N2O

2 unconnected molecules or ions with the total composition C2H7N2O (ωB97M-V/def2-TZVPD, OMol25).

Computed properties:
Molecular weight = 75.1 g/mol
LUMO energy (alpha / beta) = -4.24 / -4.24 eV
Charge = +1
Frontier orbital gap (alpha / beta) = 9.4118 / 9.4030 eV
E_tot = -264.73447 Ha
Largest force on an atom = 4.78 eV/A

Atoms and positions in Å:
C  0.4706  -0.6583  0.0591
C  -0.5931  0.3159  0.0555
N  0.9014  -1.6754  -1.8554
N  -0.5654  1.3977  1.0948
O  -0.7467  -0.9482  0.6096
H  1.3996  -0.6863  0.5940
H  -1.1754  0.5702  -0.8224
H  1.4407  -2.4504  -1.4779
H  -0.0362  -2.0202  -2.0567
H  0.0056  2.1962  0.7784
H  -0.1603  1.0176  1.9670
H  -1.5185  1.7314  1.3090


Record 18
# C2H7N2O

2 unconnected molecules or ions with the total composition C2H7N2O (ωB97M-V/def2-TZVPD, OMol25).

Computed properties:
Molecular weight = 75.1 g/mol
LUMO energy = -5.62 eV
Charge = +1
Frontier orbital gap = 8.0324 eV
E_tot = -264.85549 Ha
Largest force on an atom = 3.36 eV/A

Atoms and positions in Å:
C  -1.7152  0.0310  2.5345
N  -1.2690  1.0766  1.8862
H  -1.9304  0.0312  3.6509
H  -1.7612  -0.9386  1.9360
H  -0.7197  0.9425  0.8784
H  -1.4181  2.1177  2.2615
C  1.0410  0.0389  -1.6260
N  1.8638  -1.0748  -1.9258
O  -0.0181  -0.0801  -1.0510
H  1.3902  1.0827  -1.9922
H  2.8736  -0.9676  -1.8985
H  1.5923  -2.0599  -1.6018


Record 19
# C2H7N2O

2 unconnected molecules or ions with the total composition C2H7N2O (ωB97M-V/def2-TZVPD, OMol25).

Computed properties:
Molecular weight = 75.1 g/mol
LUMO energy = -3.11 eV
Charge = +1
Frontier orbital gap = 13.2734 eV
E_tot = -264.80734 Ha
Largest force on an atom = 4.02 eV/A

Atoms and positions in Å:
C  1.4580  0.0089  0.0504
C  2.8339  0.4035  0.0421
N  -2.2328  -0.4883  0.0722
N  0.3338  -0.2215  -0.0544
O  -2.6667  0.8455  0.0701
H  2.9842  0.9361  0.9111
H  3.6578  -0.3156  -0.0604
H  3.0962  0.9833  -0.7557
H  -2.5689  -0.9611  0.8442
H  -2.4661  -0.8458  -0.7741
H  -0.9956  -0.5872  -0.0538
H  -3.5337  0.8489  0.5288


Record 20
# C2H7N2O

2 unconnected molecules or ions with the total composition C2H7N2O (ωB97M-V/def2-TZVPD, OMol25).

Computed properties:
Molecular weight = 75.1 g/mol
LUMO energy = -8.16 eV
Charge = +1
Frontier orbital gap = 6.9207 eV
E_tot = -264.72279 Ha
Largest force on an atom = 6.18 eV/A

Atoms and positions in Å:
C  0.4401  0.1208  0.0400
C  1.4544  -0.9763  -0.4715
N  -0.5737  -0.3690  -0.4412
N  0.8779  1.0769  0.8349
O  -3.2921  -0.1218  -0.4371
H  2.2746  -0.3444  -0.7723
H  0.9247  -1.6879  -1.1459
H  1.7477  -1.5975  0.4982
H  -2.3743  0.1011  0.1212
H  -3.5475  0.9107  -0.5400
H  1.8128  1.0975  1.2018
H  0.2554  1.7900  1.1119